# 1
16
Properties=species:S:1:pos:R:3:forces:R:3 method="wB97M-V/def2-TZVPD" gap_ev=12.48 total_energy_ha=-159.5690 smiles=CC.CC e_lumo_ev=1.116 e_above_lowest_kcal_mol=10.0 charge=0 max_force_ev_per_a=1.7
C -0.7251 1.0255 1.6672 0.1 -0.8 -1.0
C -1.1040 2.4558 1.3181 0.4 0.2 -0.1
H -1.0798 0.7575 2.6574 0.3 -0.2 0.1
H -1.1725 0.3357 0.9358 -0.7 0.2 0.4
H 0.3015 0.7000 1.4714 0.3 0.7 0.7
H -1.0521 2.6060 0.2389 -0.5 0.0 0.0
H -0.4669 3.2531 1.7096 0.2 -0.3 0.4
H -2.0954 2.6311 1.7332 -0.2 0.2 -0.5
C 0.6449 -1.2240 -0.9746 1.0 -0.1 0.1
C 1.1545 -2.2844 -1.9972 -0.3 1.4 0.9
H 0.0259 -0.4797 -1.4691 -0.3 0.0 0.3
H 0.1983 -1.6368 -0.0694 -0.6 -0.2 -0.4
H 1.5117 -0.7189 -0.5301 -0.1 0.3 -0.4
H 2.1569 -2.5443 -1.6671 -0.1 -0.8 -0.1
H 1.2747 -1.7911 -2.9586 -0.1 -0.2 -0.2
H 0.4273 -3.0855 -2.0656 0.4 -0.4 -0.2



# 2
16
Properties=species:S:1:pos:R:3:forces:R:3 method="wB97M-V/def2-TZVPD" gap_ev=12.76 total_energy_ha=-159.5704 smiles=CC.CC e_lumo_ev=1.160 e_above_lowest_kcal_mol=9.1 charge=0 max_force_ev_per_a=1.9
C 1.3794 1.8717 -1.2961 -0.7 -0.4 -0.1
C 0.1645 0.9786 -1.6758 0.7 1.3 0.2
H 1.7528 1.6073 -0.3115 0.0 -0.2 0.2
H 2.1870 1.6834 -1.9896 0.2 0.4 -0.3
H 1.1065 2.9234 -1.2368 0.1 0.1 -0.3
H 0.5563 0.0933 -2.1383 -0.2 -0.9 0.3
H -0.4887 1.4226 -2.4255 0.0 0.3 0.0
H -0.3967 0.8537 -0.7589 -0.4 -0.7 -0.1
C -0.0474 -1.4687 1.4023 0.7 -0.6 -0.5
C -1.5699 -1.4178 1.5398 0.6 1.5 1.0
H 0.5436 -0.6263 1.7644 -0.5 0.2 0.2
H 0.3929 -2.3474 1.8760 -0.2 0.0 0.2
H 0.2528 -1.5739 0.3624 -0.1 0.0 -0.2
H -1.9440 -2.2684 2.0922 -0.4 -0.4 -0.6
H -2.0575 -1.1560 0.6070 -0.2 -0.7 -0.2
H -1.8315 -0.5755 2.1883 0.0 0.0 0.1



# 3
16
Properties=species:S:1:pos:R:3:forces:R:3 method="wB97M-V/def2-TZVPD" gap_ev=12.93 total_energy_ha=-159.5791 smiles=CC.CC e_lumo_ev=1.124 e_above_lowest_kcal_mol=3.7 charge=0 max_force_ev_per_a=0.7
C 2.0983 0.9310 -1.5084 -0.5 0.2 0.3
C 1.8748 1.1483 0.0031 0.3 0.4 -0.5
H 2.9283 1.5364 -1.8696 0.1 -0.2 -0.1
H 2.2516 -0.1180 -1.7421 0.2 -0.1 -0.1
H 1.2091 1.2347 -2.0628 0.1 0.1 -0.1
H 2.2887 2.1102 0.3038 0.1 0.0 0.1
H 2.3760 0.3773 0.5794 -0.1 -0.1 0.2
H 0.8189 1.2085 0.2482 -0.1 -0.4 0.1
C -1.7868 -0.5327 1.2692 0.4 0.1 0.2
C -2.1899 -1.5871 0.2401 -0.1 0.4 -0.2
H -2.6117 -0.2013 1.8954 -0.1 -0.2 0.1
H -0.9987 -0.9348 1.9162 -0.2 0.1 0.0
H -1.3724 0.3799 0.8256 -0.1 -0.2 -0.2
H -2.1893 -2.5873 0.6682 0.1 0.0 0.0
H -1.5040 -1.5410 -0.6111 -0.1 -0.3 0.1
H -3.1929 -1.4242 -0.1552 0.0 0.1 0.0



# 4
16
Properties=species:S:1:pos:R:3:forces:R:3 method="wB97M-V/def2-TZVPD" gap_ev=12.81 total_energy_ha=-159.5747 smiles=CC.CC e_lumo_ev=1.193 e_above_lowest_kcal_mol=6.4 charge=0 max_force_ev_per_a=1.3
C 2.0122 -0.9811 -0.4691 -0.5 -0.3 -0.3
C 2.3264 0.4316 -0.9420 0.8 0.2 -0.1
H 1.0518 -1.0221 0.0366 0.1 0.1 0.4
H 1.8818 -1.7047 -1.2748 0.2 0.1 -0.2
H 2.7900 -1.3712 0.1850 -0.1 0.0 0.1
H 2.8076 0.4767 -1.9233 0.1 -0.3 0.1
H 1.4844 1.0992 -1.0340 -0.6 0.0 0.1
H 3.0135 0.9023 -0.2348 0.0 0.1 -0.1
C -1.4289 0.4418 0.6592 -0.9 0.0 -1.0
C -2.9323 0.1220 0.7706 -0.2 0.4 0.2
H -1.2814 0.8815 -0.3315 0.3 -0.1 0.0
H -1.0942 1.1917 1.3666 0.1 -0.2 0.3
H -0.8608 -0.4782 0.6854 0.4 0.1 0.4
H -3.5017 0.7258 0.0665 -0.1 0.0 -0.1
H -3.3440 0.3743 1.7451 0.1 -0.1 0.2
H -3.1935 -0.9178 0.5822 0.2 -0.1 -0.1



# 5
16
Properties=species:S:1:pos:R:3:forces:R:3 method="wB97M-V/def2-TZVPD" gap_ev=11.95 total_energy_ha=-159.5322 smiles=CC.CC e_lumo_ev=1.094 e_above_lowest_kcal_mol=33.1 charge=0 max_force_ev_per_a=3.8
C 1.7867 1.4087 -1.1228 -0.3 -2.2 1.9
C 1.1815 0.0310 -1.5818 1.3 0.8 1.7
H 2.6152 1.3097 -0.3259 -1.3 -0.1 -1.3
H 2.1409 1.9645 -1.9184 0.7 1.3 -1.5
H 0.9338 1.8683 -0.6430 0.1 0.9 0.1
H 0.5392 -0.2114 -0.7296 0.6 -0.5 -0.9
H 1.9678 -0.7015 -1.6721 0.2 -0.4 0.0
H 0.6238 0.0198 -2.4923 -0.5 0.4 -0.5
C -1.2071 -1.0994 0.6877 -0.8 0.8 -2.3
C -1.7777 -0.3887 1.8682 -1.1 2.4 1.6
H -0.2529 -1.4583 0.9690 0.9 -1.2 0.6
H -1.9336 -1.9493 0.3870 1.6 1.4 -0.3
H -0.7626 -0.3361 -0.1508 -2.7 -2.0 1.8
H -1.2065 0.5807 2.0064 -0.5 -1.2 0.4
H -1.7872 -0.9899 2.7826 0.8 0.0 0.0
H -2.8613 -0.0480 1.9359 1.0 -0.4 -1.2



# 6
16
Properties=species:S:1:pos:R:3:forces:R:3 method="wB97M-V/def2-TZVPD" gap_ev=12.86 total_energy_ha=-159.5759 smiles=CC.CC e_lumo_ev=1.147 e_above_lowest_kcal_mol=5.7 charge=0 max_force_ev_per_a=2.4
C -0.4018 -2.2040 -0.6285 0.1 -0.4 0.6
C 0.2548 -2.0779 0.7452 0.6 0.3 -0.2
H -1.4024 -1.7767 -0.5999 0.1 0.3 -0.4
H 0.2596 -1.7879 -1.3844 -0.4 0.4 -0.2
H -0.5208 -3.2583 -0.8873 0.0 0.0 0.0
H -0.1875 -2.7334 1.4865 0.0 -0.1 0.1
H 1.3240 -2.2604 0.6483 0.1 -0.6 0.1
H 0.2623 -1.0670 1.1476 -0.5 0.2 -0.1
C 0.5965 2.0062 -0.6304 -0.2 0.0 2.4
C -0.4975 2.3121 0.4439 -0.1 -0.4 -1.6
H 0.2113 1.5750 -1.5438 0.0 0.3 -0.2
H 1.2042 2.9029 -0.7120 0.1 0.0 -0.7
H 1.2121 1.2669 -0.1077 0.3 -0.1 -0.6
H -0.0511 2.7269 1.3394 0.0 0.0 0.1
H -1.0274 1.3841 0.6632 0.0 0.1 0.3
H -1.2364 2.9913 0.0199 0.0 0.2 0.3



# 7
16
Properties=species:S:1:pos:R:3:forces:R:3 method="wB97M-V/def2-TZVPD" gap_ev=12.74 total_energy_ha=-159.5754 smiles=CC.CC e_lumo_ev=1.123 e_above_lowest_kcal_mol=6.0 charge=0 max_force_ev_per_a=1.6
C -1.9266 -1.5836 -1.2536 0.6 0.1 -0.3
C -0.9404 -0.3987 -1.2900 -0.8 -1.0 1.0
H -2.9166 -1.3529 -1.6438 0.1 0.0 -0.2
H -1.4946 -2.4411 -1.7740 -0.3 0.0 -0.1
H -2.0445 -1.8781 -0.2191 -0.2 -0.1 0.3
H -0.0897 -0.7010 -0.7101 0.8 -0.3 0.1
H -1.3661 0.3644 -0.6424 0.0 0.7 -0.7
H -0.5875 -0.1271 -2.2761 -0.3 0.5 -0.1
C 1.7659 0.4809 1.6465 0.0 -0.5 -0.9
C 1.0944 1.5827 0.8363 -0.5 0.0 0.5
H 1.9886 0.7299 2.6776 -0.3 0.0 0.1
H 1.1521 -0.4177 1.5639 0.0 -0.1 0.5
H 2.6963 0.1869 1.1702 0.4 0.1 0.1
H 1.1972 1.4224 -0.2317 0.3 0.1 -0.1
H 1.4557 2.5597 1.1422 0.1 0.2 -0.3
H 0.0159 1.5734 1.0041 0.0 0.1 0.2



# 8
16
Properties=species:S:1:pos:R:3:forces:R:3 method="wB97M-V/def2-TZVPD" gap_ev=12.64 total_energy_ha=-159.5731 smiles=CC.CC e_lumo_ev=0.968 e_above_lowest_kcal_mol=7.4 charge=0 max_force_ev_per_a=2.2
C 2.5765 0.9699 -1.0933 -0.5 -0.8 -1.4
C 1.7363 2.1715 -1.4948 0.1 0.1 0.8
H 2.6914 0.2056 -1.8728 -0.1 0.4 -0.3
H 2.1528 0.3800 -0.3091 -0.3 0.1 0.9
H 3.5597 1.2525 -0.8439 1.2 0.4 0.5
H 0.6775 1.9316 -1.4307 -0.1 0.1 -0.3
H 1.9981 2.6046 -2.4543 -0.1 -0.3 -0.3
H 1.9183 2.9740 -0.7764 -0.1 0.0 0.1
C -1.9281 -1.1813 1.9301 0.2 0.1 -0.5
C -2.3553 -1.9860 0.6894 -1.5 1.2 1.0
H -1.8531 -0.1288 1.6482 0.1 0.0 0.2
H -0.9555 -1.4907 2.3136 0.0 0.0 0.1
H -2.6710 -1.2499 2.7222 0.1 -0.1 0.1
H -3.3890 -1.6700 0.4852 0.1 0.0 -0.1
H -1.8157 -1.6611 -0.1927 0.5 -0.8 -0.1
H -2.4761 -3.0314 0.9508 0.7 -0.3 -0.6



# 9
16
Properties=species:S:1:pos:R:3:forces:R:3 method="wB97M-V/def2-TZVPD" gap_ev=12.71 total_energy_ha=-159.5729 smiles=CC.CC e_lumo_ev=1.141 e_above_lowest_kcal_mol=7.6 charge=0 max_force_ev_per_a=1.3
C 0.2761 0.7644 1.6694 1.3 0.2 0.3
C 1.5509 1.4880 1.2190 0.8 0.2 0.4
H 0.3224 -0.3181 1.5401 -0.2 0.2 -0.7
H 0.1891 0.8393 2.7451 -0.4 0.6 0.3
H -0.5109 1.2885 1.1411 -0.6 -0.6 0.2
H 1.3963 2.5719 1.2176 -0.1 -0.1 -0.1
H 1.9161 1.1936 0.2401 -0.3 0.0 -0.3
H 2.4295 1.3488 1.8611 -0.3 -0.3 0.2
C -0.5997 -1.5977 -1.9378 -0.8 0.0 -0.6
C -1.2783 -0.6766 -0.9103 0.8 -0.3 -0.7
H -1.0934 -2.5672 -1.8995 0.0 -0.2 -0.1
H -0.7545 -1.2166 -2.9533 -0.1 0.0 0.1
H 0.4661 -1.7799 -1.8914 0.3 0.2 0.7
H -1.3991 -1.2028 0.0345 -0.2 0.2 0.0
H -2.2257 -0.3471 -1.3353 -0.2 -0.1 0.3
H -0.6850 0.2116 -0.7405 0.1 0.2 0.1



# 10
16
Properties=species:S:1:pos:R:3:forces:R:3 method="wB97M-V/def2-TZVPD" gap_ev=12.76 total_energy_ha=-159.5760 smiles=CC.CC e_lumo_ev=1.137 e_above_lowest_kcal_mol=5.7 charge=0 max_force_ev_per_a=0.9
C -2.6992 -0.4959 0.7481 0.5 0.4 0.4
C -1.7000 0.6159 0.4207 -0.6 0.7 0.1
H -3.4368 -0.6047 -0.0398 0.0 -0.3 -0.1
H -2.1997 -1.4331 0.9871 0.0 -0.2 -0.3
H -3.2145 -0.2135 1.6652 -0.2 0.0 0.0
H -1.0773 0.8534 1.2841 0.3 -0.3 -0.1
H -1.0930 0.4585 -0.4693 0.0 -0.3 0.2
H -2.2515 1.5482 0.2402 0.0 -0.1 -0.1
C 2.5414 -0.7283 -0.3095 -0.1 0.2 0.7
C 1.8939 0.5045 -0.9342 -0.5 0.7 0.2
H 1.9699 -1.6300 -0.5148 0.2 -0.2 -0.2
H 3.5828 -0.8301 -0.5999 0.0 -0.2 -0.4
H 2.6088 -0.6382 0.7816 -0.3 0.0 -0.1
H 0.8615 0.3848 -1.2716 0.2 -0.6 -0.2
H 2.4650 0.8908 -1.7727 0.0 0.1 -0.1
H 1.7488 1.3176 -0.2152 0.5 0.0 0.0



# 11
16
Properties=species:S:1:pos:R:3:forces:R:3 method="wB97M-V/def2-TZVPD" gap_ev="10.33 / 2.05" total_energy_ha=-159.1082 e_lumo_ev="-3.589 / -11.858" e_above_lowest_kcal_mol=38.6 spin_multiplicity=2 charge=+1 max_force_ev_per_a=5.1
C -2.7852 0.8471 0.0228 -1.6 1.9 -0.7
C -2.0582 -0.4350 0.2939 -2.1 -2.0 -1.7
H -2.0397 1.6172 -0.0808 0.0 0.9 0.6
H -3.3826 1.0267 -0.9774 1.1 -1.4 1.7
H -3.5507 1.0431 0.8255 1.0 0.2 -0.7
H -2.9621 -1.1647 0.3500 2.1 0.3 -0.1
H -1.4812 -0.5099 1.2298 -0.2 0.3 -0.5
H -1.4585 -0.6364 -0.6477 -0.3 -0.4 1.3
C 2.2632 -0.1129 -0.8506 2.6 -0.2 2.5
C 2.6334 -0.3456 0.6157 -3.9 1.2 -3.1
H 2.6281 -0.9468 -1.6477 0.1 1.0 0.5
H 1.2400 -0.1379 -0.8827 -2.6 0.1 -0.8
H 2.7923 0.7700 -1.4332 -0.1 -1.3 0.5
H 2.8627 0.6074 1.1583 0.1 0.6 0.1
H 3.4772 -0.8435 0.8281 4.1 -1.7 0.4
H 1.8215 -0.7787 1.1959 -0.4 0.2 -0.1



# 12
16
Properties=species:S:1:pos:R:3:forces:R:3 method="wB97M-V/def2-TZVPD" gap_ev="10.85 / 2.28" total_energy_ha=-159.1186 e_lumo_ev="-3.734 / -12.297" e_above_lowest_kcal_mol=32.2 spin_multiplicity=2 charge=+1 max_force_ev_per_a=4.6
C 1.0021 1.1460 -1.8218 3.0 2.1 2.8
C 1.7146 1.7952 -0.5817 -1.1 -3.2 -1.6
H 1.9504 0.9725 -2.4821 -1.0 0.9 -0.1
H 0.3626 0.3346 -1.7173 -1.1 -1.6 1.0
H 0.3524 1.9044 -2.2452 -0.1 0.8 -1.9
H 1.4324 1.5034 0.4030 -0.2 -0.8 0.6
H 1.5086 2.9000 -0.6022 0.4 0.9 -1.0
H 2.8185 1.7356 -0.7275 0.2 1.0 0.3
C -1.8121 -0.8784 1.0951 -0.3 -0.5 2.0
C -0.9400 -2.1247 1.3020 -0.5 -0.8 -0.8
H -2.8717 -1.0671 1.3262 0.3 0.1 -0.2
H -1.4602 -0.1082 1.8260 -0.3 -0.4 -0.6
H -1.7434 -0.4927 0.1168 0.0 0.5 -1.3
H 0.0748 -1.8219 1.0321 0.1 -0.6 0.0
H -1.2532 -3.0918 0.7621 0.4 1.7 0.4
H -0.9587 -2.3973 2.3461 0.2 0.0 0.4



# 13
16
Properties=species:S:1:pos:R:3:forces:R:3 method="wB97M-V/def2-TZVPD" gap_ev="11.96 / 4.09" total_energy_ha=-159.1508 e_lumo_ev="-3.407 / -11.083" e_above_lowest_kcal_mol=11.9 spin_multiplicity=2 charge=+1 max_force_ev_per_a=2.1
C -1.2794 1.9382 -0.3515 -1.5 0.4 1.3
C -0.4678 1.5878 0.8610 0.1 -0.6 -0.9
H -1.6143 2.9773 -0.4269 0.7 0.2 -0.4
H -0.5222 1.7433 -1.1602 0.1 0.1 -0.1
H -2.2155 1.3848 -0.4203 0.5 -0.5 -0.3
H 0.6514 1.6916 0.8266 0.1 0.0 0.4
H -0.6845 0.6061 1.2689 0.0 0.2 0.1
H -0.5490 2.5384 1.4851 0.1 0.2 -0.1
C 0.6292 -2.3780 -0.6998 -0.9 0.3 -1.6
C 1.0713 -1.2504 0.1903 0.5 -0.3 0.9
H 1.4242 -2.8748 -1.2632 0.1 0.0 0.5
H -0.0161 -3.0787 -0.1796 0.3 -0.3 0.1
H -0.0235 -1.9963 -1.5184 0.2 -0.1 0.4
H 2.0512 -1.4395 0.6355 0.1 0.1 -0.2
H 0.4215 -1.1757 1.0595 -0.3 0.1 0.0
H 1.1236 -0.2741 -0.3070 0.1 0.0 -0.2